Record 1
61
Properties=species:S:1:pos:R:3 method="wB97M-V/def2-TZVPD" charge=+1 spin_multiplicity=6 homo_lumo_gap_ev="8.5 / 6.7" e_above_lowest_kcal_mol=19.7
Fe -0.862 -1.998 -2.733
C 0.946 0.270 0.260
C 0.313 -0.512 -0.906
O 0.422 -1.704 -1.122
O -0.445 -0.141 -1.824
H 2.023 0.111 0.223
H 0.551 0.008 1.242
H 0.820 1.323 0.007
C -3.798 -2.699 -0.067
C -2.909 -2.519 -1.208
O -2.836 -1.490 -1.871
O -1.982 -3.324 -1.558
H -4.798 -2.429 -0.409
H -3.565 -2.097 0.811
H -3.868 -3.696 0.369
C 2.155 3.985 4.681
C 3.362 3.365 3.960
O 2.964 1.981 3.830
C 1.619 1.897 3.912
O 1.007 0.954 3.548
O 1.158 3.102 4.320
F 4.306 3.350 4.912
H 1.992 5.044 4.481
H 2.234 3.967 5.768
H 3.513 3.921 3.035
C 1.430 -4.796 -5.737
O 2.175 -4.838 -4.485
C 1.662 -4.380 -3.373
O 0.662 -3.683 -3.126
O 2.452 -4.811 -2.435
C 2.327 -4.460 -1.071
H 0.619 -4.070 -5.791
H 1.026 -5.721 -6.150
H 2.174 -4.343 -6.392
H 2.486 -5.178 -0.266
H 1.263 -4.282 -0.919
H 2.948 -3.612 -0.783
C -6.648 -0.019 2.450
O -5.472 0.006 3.151
C -4.466 0.658 2.545
O -4.617 1.123 1.376
O -3.313 0.331 3.111
C -2.134 0.610 2.528
H -7.401 0.712 2.748
H -7.076 -0.987 2.707
H -6.613 0.137 1.372
H -1.697 -0.311 2.140
H -1.573 1.094 3.327
H -2.209 1.325 1.709
C 3.911 1.926 -0.692
O 2.835 2.844 -0.733
C 2.298 3.142 -1.983
O 2.651 2.722 -3.090
O 1.344 4.088 -1.715
C 0.711 4.725 -2.821
H 4.893 2.215 -1.066
H 3.649 0.972 -1.151
H 3.949 1.572 0.338
H 0.279 3.945 -3.447
H 1.292 5.375 -3.475
H -0.143 5.301 -2.463


Record 2
53
Properties=species:S:1:pos:R:3 method="wB97M-V/def2-TZVPD" charge=+1 homo_lumo_gap_ev=7.4
N 1.970 -1.092 1.702
C 2.360 0.104 1.270
N 3.617 0.695 1.783
C 4.236 1.311 0.535
P 4.025 3.217 0.462
O 4.390 3.894 2.018
I 5.650 3.990 -1.232
O 3.902 0.626 -0.674
C 2.490 0.723 -0.998
N 1.711 0.927 0.251
C 0.253 0.640 0.117
C -0.524 0.757 1.446
C -2.075 0.510 1.353
C -2.513 0.209 -0.105
C -1.586 0.140 -1.327
N -0.196 0.367 -1.188
H 1.168 -1.620 1.327
H 2.547 -1.565 2.419
H 4.232 -0.034 2.170
H 5.374 1.147 0.686
H 3.625 4.512 2.149
H 2.367 1.648 -1.665
H 2.256 -0.254 -1.569
H -0.001 1.018 2.437
H -2.766 0.565 2.254
H -3.634 0.045 -0.295
H -2.019 -0.056 -2.373
C 2.492 -3.542 -5.167
C 3.821 -3.007 -4.682
C 3.587 -1.510 -4.709
O 2.189 -1.303 -4.454
C 1.513 -2.565 -4.547
H 2.302 -4.577 -4.876
H 2.443 -3.479 -6.259
H 4.001 -3.339 -3.653
H 4.669 -3.317 -5.294
H 3.813 -1.090 -5.695
H 4.179 -0.979 -3.960
H 1.235 -2.871 -3.532
H 0.602 -2.451 -5.139
C -6.908 0.411 3.584
C -6.484 1.755 4.134
C -5.037 1.502 4.507
O -4.540 0.511 3.594
C -5.649 -0.052 2.877
H -7.773 0.460 2.922
H -7.145 -0.269 4.408
H -6.539 2.512 3.345
H -7.087 2.095 4.977
H -4.953 1.096 5.521
H -4.422 2.403 4.441
H -5.610 0.325 1.849
H -5.557 -1.140 2.853


> Which value of charge does entry 1 give?

+1